Density functional theory data (ωB97M-V with the def2-TZVPD basis set) for an isolated ion of composition C3H3N2OS and charge -1.

Each line ends with the Löwdin charge.
Element x y z (Å)
C -1.621 -0.620 0.041  -0.29
C 0.699 -0.954 0.339  -0.46
C -1.580 0.588 -0.385  -0.23
N -0.555 -1.416 0.341  -0.07
N 0.950 0.306 0.089  -0.45
O -1.368 1.729 -0.711  0.03
S 2.458 1.000 -0.335  0.57
H -2.594 -1.110 0.246  0.09
H 1.335 -1.754 0.384  0.05
H 2.276 2.231 -0.010  -0.25

## Properties
* total charge: -1
* total energy: -698.999193 hartree
* energy relative to the best compared isomer or geometry (same formula, charge and spin): 50.6 kcal/mol
* HOMO: -2.140 eV
* gap between HOMO and LUMO: 5.7 eV

Density functional theory data (ωB97M-V with the def2-TZVPD basis set) for an isolated ion of composition C3H3N2OS and charge +1.

Each line ends with the Löwdin charge.
Element x y z (Å)
O -2.099 -2.297 -0.327  -0.41
S -0.932 -2.353 0.463  1.07
N 0.151 -0.984 -0.093  -0.18
C -0.058 0.087 0.606  -0.08
C 0.460 1.299 -0.049  -0.12
N 1.149 0.763 -1.177  0.09
C 1.143 -0.459 -1.259  0.16
H -0.555 0.069 1.564  0.14
H -0.389 1.961 -0.293  0.17
H 1.130 1.913 0.565  0.16

## Properties
* total charge: +1
* total energy: -698.589213 hartree
* energy relative to the best compared isomer or geometry (same formula, charge and spin): 123.9 kcal/mol
* HOMO (alpha / beta): -14.614 / -15.816 eV
* gap between HOMO and LUMO (alpha / beta): 7.1 / 9.4 eV
* SMILES: [O-]S[N+]1=CC[N+]#C1

Density functional theory data (ωB97M-V with the def2-TZVPD basis set) for an isolated ion of composition C3H3N2S and charge +1.

Each line ends with the Löwdin charge.
Element x y z (Å)
S -0.277 0.917 2.141  0.94
N 0.040 0.365 0.612  -0.50
C 1.435 -0.381 0.176  0.14
N 1.219 -0.719 -1.010  0.09
C -0.023 -0.730 -1.399  0.04
C -0.816 -0.208 -0.279  -0.04
H 0.893 1.873 2.144  0.04
H -0.533 -1.020 -2.259  0.12
H -1.939 -0.097 -0.126  0.17

## Properties
* total charge: +1
* total energy: -623.328327 hartree
* energy relative to the best compared isomer or geometry (same formula, charge and spin): 104.3 kcal/mol
* HOMO (alpha / beta): -15.164 / -15.191 eV
* gap between HOMO and LUMO (alpha / beta): 6.9 / 7.0 eV
* SMILES: Sn1c#[n+]cc1

Density functional theory data (ωB97M-V with the def2-TZVPD basis set) for an isolated ion of composition C3H3N2S and charge +1.

Each line ends with the Mulliken spin population.
Element x y z (Å)
C 0.038 1.905 0.007  0.82
C 1.520 0.467 -0.274  0.05
C 0.284 -0.181 -0.324  0.10
N 1.257 1.782 0.033  0.25
N -0.693 0.848 -0.128  0.28
S -2.338 0.485 -0.099  0.51
H 2.505 0.093 -0.274  0.00
H -0.098 -1.171 -0.219  0.00
H -1.976 -0.584 0.626  0.00

## Properties
* total charge: +1
* spin multiplicity: 3
* total energy: -623.315743 hartree
* energy relative to the best compared isomer or geometry (same formula, charge and spin): 15.8 kcal/mol
* HOMO (alpha / beta): -15.123 / -14.773 eV
* gap between HOMO and LUMO (alpha / beta): 9.7 / 5.1 eV

Density functional theory data (ωB97M-V with the def2-TZVPD basis set) for one molecule with the formula C3H3N3.

Each line ends with the Löwdin charge.
Element x y z (Å)
C -1.349 -0.361 -0.186  -0.09
C -2.684 1.438 -0.047  0.02
C 0.031 -0.183 0.263  -0.06
N -3.538 0.648 0.105  -0.08
N -3.591 -0.678 -0.010  -0.05
N -2.391 -1.038 -0.008  0.00
H 0.747 -0.725 -0.273  0.07
H 0.494 0.787 -0.093  0.12
H 0.078 -0.386 1.320  0.08

## Properties
* total energy: -280.127717 hartree
* energy relative to the best compared isomer or geometry (same formula, charge and spin): 158.8 kcal/mol
* HOMO: -9.065 eV
* gap between HOMO and LUMO: 7.4 eV

Density functional theory data (ωB97M-V with the def2-TZVPD basis set) for a 2-piece molecular cluster, C3H3N3 overall.

Each line ends with the Löwdin charge.
Element x y z (Å)
C 0.945 -1.130 -0.215  -0.22
C -0.770 -0.090 1.935  -0.31
C 0.617 0.333 -0.369  -0.06
N 1.089 -2.274 -0.081  0.18
N -1.219 -0.073 2.997  -0.13
N -0.419 0.612 -1.177  0.16
H 1.461 1.013 -0.290  0.13
H -1.134 0.023 -1.450  0.11
H -0.571 1.587 -1.350  0.13

## Properties
* total energy: -280.224573 hartree
* energy relative to the best compared isomer or geometry (same formula, charge and spin): 98.0 kcal/mol
* HOMO (alpha / beta): -9.517 / -9.514 eV
* gap between HOMO and LUMO (alpha / beta): 7.1 / 7.0 eV

Density functional theory data (ωB97M-V with the def2-TZVPD basis set) for C3H3N3 as an isolated structure.

Each line ends with the Löwdin charge.
Element x y z (Å)
C 0.056 -3.516 0.053  0.24
C 0.477 -2.383 0.435  -0.44
C -0.012 -0.002 0.070  -0.06
N 1.952 -2.657 0.652  0.05
N 2.123 -1.421 0.755  0.05
N 0.785 -1.020 0.696  -0.16
H -0.685 -0.616 -0.750  0.14
H -0.617 0.470 0.869  0.08
H 0.660 0.720 -0.491  0.10

## Properties
* total energy: -280.087239 hartree
* energy relative to the best compared isomer or geometry (same formula, charge and spin): 184.2 kcal/mol
* HOMO: -10.399 eV
* gap between HOMO and LUMO: 9.3 eV

Density functional theory data (ωB97M-V with the def2-TZVPD basis set) for one molecule with the formula C3H3N3O.

Each line ends with the Löwdin charge.
Element x y z (Å)
O -1.147 0.946 1.463  0.06
C -0.150 1.168 0.827  -0.26
C 0.144 0.447 -0.480  -0.18
C 0.961 -0.517 0.098  -0.13
N 0.419 -1.745 -0.048  0.03
N -0.634 -1.626 -0.800  0.03
N -0.807 -0.343 -1.073  0.04
H 0.697 1.741 1.236  0.12
H 1.861 -0.321 0.662  0.12
H -1.602 -0.105 -1.647  0.16

## Properties
* total energy: -355.527119 hartree
* energy relative to the best compared isomer or geometry (same formula, charge and spin): 70.8 kcal/mol
* HOMO: -10.296 eV
* gap between HOMO and LUMO: 10.4 eV
* SMILES: O=Cc1cnn[nH]1

Density functional theory data (ωB97M-V with the def2-TZVPD basis set) for a 2-piece molecular cluster, C3H3N3O overall.

Each line ends with the Löwdin charge.
Element x y z (Å)
N -0.769 1.046 0.074  0.00
C 0.024 2.035 0.200  0.11
N -1.655 -1.619 1.332  0.03
N -1.208 -2.551 1.710  0.06
O 1.323 -0.761 0.607  0.01
C 1.316 -0.189 -0.462  -0.26
C 0.311 0.830 -0.823  -0.27
H -1.572 0.587 0.487  0.10
H 2.064 -0.423 -1.251  0.12
H 0.167 1.047 -1.875  0.11

## Properties
* total energy: -355.535950 hartree
* energy relative to the best compared isomer or geometry (same formula, charge and spin): 65.2 kcal/mol
* HOMO: -9.813 eV
* gap between HOMO and LUMO: 10.6 eV

Density functional theory data (ωB97M-V with the def2-TZVPD basis set) for one molecule with the formula C3H3N3O.

Each line ends with the Löwdin charge.
Element x y z (Å)
H -0.965 0.177 -1.426  0.06
N -0.401 -0.178 -2.238  0.09
N 0.796 -0.155 -1.954  0.00
C 1.113 0.380 -0.643  -0.30
O 1.510 -0.546 0.332  0.07
C 0.245 0.096 0.462  -0.20
C -0.653 -0.022 1.383  -0.10
N -1.353 -0.124 2.392  0.15
H 1.691 1.300 -0.688  0.15
H -1.982 -0.927 2.380  0.08

## Properties
* total energy: -355.442530 hartree
* energy relative to the best compared isomer or geometry (same formula, charge and spin): 123.8 kcal/mol
* HOMO: -9.270 eV
* gap between HOMO and LUMO: 9.4 eV
* SMILES: [H]/N=N\[C@@H]1OC1=C=N

Density functional theory data (ωB97M-V with the def2-TZVPD basis set) for one molecule with the formula C3H3N3O.

Each line ends with the Löwdin charge.
Element x y z (Å)
H 1.550 1.364 -1.892  0.10
N 1.851 0.359 -1.730  0.18
C 1.224 -0.206 -0.815  -0.28
C 1.390 -1.583 -0.489  -0.19
N 1.440 -2.728 -0.452  0.19
C -0.147 0.552 -0.121  -0.43
N -0.884 -0.362 0.547  0.17
O -0.274 1.734 -0.389  0.06
H -0.659 -1.334 0.293  0.10
H -1.807 -0.066 0.704  0.10

## Properties
* total energy: -355.596728 hartree
* energy relative to the best compared isomer or geometry (same formula, charge and spin): 27.1 kcal/mol
* HOMO: -10.411 eV
* gap between HOMO and LUMO: 10.0 eV
* SMILES: [H]/N=C(/C#N)C(N)=O

Density functional theory data (ωB97M-V with the def2-TZVPD basis set) for a 2-piece molecular cluster, C3H3N3O overall.

Each line ends with the Löwdin charge.
Element x y z (Å)
N 2.208 -0.040 0.114  0.16
C 1.040 -0.371 0.109  -0.24
C -0.126 -0.974 0.315  -0.06
C -1.470 -0.397 0.455  -0.31
O -2.455 -0.968 0.866  0.03
H 2.652 0.415 -0.676  0.08
H -0.036 -2.052 0.283  0.12
H -1.561 0.626 0.067  0.04
N 0.374 1.697 -0.908  0.07
N -0.626 2.065 -0.625  0.09

## Properties
* total energy: -355.580454 hartree
* energy relative to the best compared isomer or geometry (same formula, charge and spin): 37.3 kcal/mol
* HOMO: -9.563 eV
* gap between HOMO and LUMO: 9.7 eV
* SMILES: N=C=CC=O.N#N

Density functional theory data (ωB97M-V with the def2-TZVPD basis set) for one molecule with the formula C3H3N3O.

Each line ends with the Löwdin charge.
Element x y z (Å)
H 2.259 -1.352 0.116  0.08
N 2.157 -0.339 -0.114  0.16
C 0.950 -0.023 -0.120  -0.47
N 0.504 1.400 -0.039  0.16
C -0.736 1.318 -0.011  -0.06
C -1.281 -0.096 -0.121  -0.42
O -2.388 -0.531 -0.095  0.12
N -0.129 -0.867 0.000  0.17
H -1.322 2.261 0.087  0.14
H -0.015 -1.771 0.296  0.13

## Properties
* total energy: -355.607619 hartree
* energy relative to the best compared isomer or geometry (same formula, charge and spin): 20.2 kcal/mol
* HOMO: -10.343 eV
* gap between HOMO and LUMO: 9.8 eV
* SMILES: [H]/N=C1/N=CC(=O)N1

Density functional theory data (ωB97M-V with the def2-TZVPD basis set) for C3H3N3O as an isolated structure.

Each line ends with the Löwdin charge.
Element x y z (Å)
N 2.311 -0.600 0.722  0.21
C 1.215 -0.725 0.230  -0.13
N -1.312 2.120 -0.173  0.15
N -1.251 1.361 -1.060  0.05
O -0.709 0.958 1.051  -0.16
C -1.008 0.091 0.046  -0.42
C -0.022 -0.936 -0.219  -0.05
H 3.065 -0.154 0.209  0.10
H -2.042 -0.260 -0.055  0.13
H -0.248 -1.854 -0.750  0.11

## Properties
* total energy: -355.444768 hartree
* energy relative to the best compared isomer or geometry (same formula, charge and spin): 122.4 kcal/mol
* HOMO (alpha / beta): -9.237 / -9.238 eV
* gap between HOMO and LUMO (alpha / beta): 8.8 / 8.8 eV

Density functional theory data (ωB97M-V with the def2-TZVPD basis set) for a 2-piece molecular cluster, C3H3N3O overall.

Each line ends with the Löwdin charge.
Element x y z (Å)
C -1.718 1.399 -0.172  -0.30
C -1.783 -1.104 0.322  0.03
C -0.615 0.648 -0.623  -0.23
N -2.630 1.983 0.211  0.15
N 1.578 0.261 -0.306  0.05
N 0.461 0.556 0.195  -0.13
O -2.364 -1.772 -0.429  0.15
H -1.621 -1.031 1.386  0.12
H -0.585 0.366 -1.672  0.12
H 2.270 0.164 0.449  0.05

## Properties
* total energy: -355.463364 hartree
* energy relative to the best compared isomer or geometry (same formula, charge and spin): 110.8 kcal/mol
* HOMO (alpha / beta): -9.001 / -8.997 eV
* gap between HOMO and LUMO (alpha / beta): 8.0 / 8.0 eV

Density functional theory data (ωB97M-V with the def2-TZVPD basis set) for one molecule with the formula C3H3N3O.

Each line ends with the Löwdin charge.
Element x y z (Å)
N 1.020 -1.425 1.564  0.20
C 1.196 -0.490 0.910  -0.34
N 1.143 0.767 0.529  0.01
N -0.001 1.347 0.101  0.06
C -0.934 0.628 -0.404  -0.12
C -0.882 -0.826 -0.716  -0.16
O 0.265 -1.323 -0.983  -0.02
H 1.847 1.436 0.760  0.15
H -1.828 1.174 -0.691  0.10
H -1.828 -1.286 -1.070  0.12

## Properties
* total energy: -355.511085 hartree
* energy relative to the best compared isomer or geometry (same formula, charge and spin): 80.8 kcal/mol
* HOMO: -9.945 eV
* gap between HOMO and LUMO: 9.2 eV
* SMILES: N#CN/N=C\C=O

Density functional theory data (ωB97M-V with the def2-TZVPD basis set) for C3H3N3O as an isolated structure.

Each line ends with the Löwdin charge.
Element x y z (Å)
C 1.633 0.486 -0.163  -0.21
C 0.854 -0.702 -0.125  -0.27
C -1.038 -0.148 -0.125  -0.42
N 2.061 1.532 -0.398  0.17
N 1.165 -1.882 -0.003  0.13
N -1.092 1.101 0.196  0.20
O -1.700 -1.072 -0.442  0.09
H 0.261 -2.495 0.160  0.12
H -0.262 1.479 0.418  0.02
H -1.880 1.700 0.481  0.16

## Properties
* total energy: -355.553977 hartree
* energy relative to the best compared isomer or geometry (same formula, charge and spin): 53.9 kcal/mol
* HOMO: -9.369 eV
* gap between HOMO and LUMO: 9.4 eV

Density functional theory data (ωB97M-V with the def2-TZVPD basis set) for a 2-piece molecular cluster, C3H3N3O overall.

Each line ends with the Löwdin charge.
Element x y z (Å)
N 1.934 -0.302 0.902  0.16
C 1.148 -0.257 -0.038  -0.19
N -0.719 0.898 -1.056  -0.25
N -1.313 1.213 -2.066  0.05
O -1.778 -0.892 2.640  0.05
C -1.472 -0.065 1.926  0.02
C 0.216 -0.227 -0.962  -0.12
H 2.838 0.140 0.731  0.08
H -0.846 1.375 -0.140  0.09
H 0.118 -0.970 -1.742  0.11

## Properties
* total energy: -355.478734 hartree
* energy relative to the best compared isomer or geometry (same formula, charge and spin): 101.1 kcal/mol
* HOMO: -8.190 eV
* gap between HOMO and LUMO: 8.8 eV

Density functional theory data (ωB97M-V with the def2-TZVPD basis set) for one molecule with the formula C3H3N3O.

Each line ends with the Löwdin charge.
Element x y z (Å)
H -1.413 -2.269 -0.168  0.06
N -1.736 -1.301 -0.089  0.16
C -0.716 -0.548 0.049  -0.41
C -0.963 0.865 0.011  -0.15
N -1.316 1.978 0.005  0.19
N 0.621 -1.014 0.165  0.08
C 1.788 -0.272 -0.080  -0.31
O 1.800 0.921 -0.016  0.07
H 0.767 -2.054 0.126  0.16
H 2.616 -0.960 -0.272  0.13

## Properties
* total energy: -355.596279 hartree
* energy relative to the best compared isomer or geometry (same formula, charge and spin): 27.4 kcal/mol
* HOMO: -10.768 eV
* gap between HOMO and LUMO: 10.6 eV
* SMILES: [H]/N=C(/C#N)NC=O

Density functional theory data (ωB97M-V with the def2-TZVPD basis set) for one molecule with the formula C3H3N3O.

Each line ends with the Löwdin charge.
Element x y z (Å)
C 0.363 -0.057 1.379  0.08
C -0.789 0.212 -1.089  -0.20
C 0.097 -0.785 -1.051  -0.03
N -0.188 0.903 0.986  0.04
N 0.961 -1.209 -0.275  -0.19
N -0.576 1.252 -0.283  -0.01
O 1.864 -1.977 -0.066  -0.03
H 0.829 -0.521 2.225  0.10
H -1.848 -0.001 -1.489  0.13
H -0.714 2.183 -0.337  0.10

## Properties
* total energy: -355.349127 hartree
* energy relative to the best compared isomer or geometry (same formula, charge and spin): 182.5 kcal/mol
* HOMO (alpha / beta): -7.799 / -7.797 eV
* gap between HOMO and LUMO (alpha / beta): 7.7 / 7.7 eV